# C4H5NO

C4H5NO in the gas phase (ωB97M-V/def2-TZVPD, the Open Molecules 2025 dataset).

Computed properties:
Frontier orbital gap (spin up / spin down) (eV): 8.36 / 8.36
ΔE to the lowest compared entry with this formula, charge and spin (kcal/mol): 92.3
Charge: 0
E_HOMO (spin up / spin down) (eV): -8.88 / -8.87
LUMO energy (spin up / spin down) (eV): -0.51 / -0.51

CARTESIAN COORDINATES (ANGSTROEM)
C1 -1.62 -0.42 -0.03
C2 -0.55 0.49 0.32
C3 0.43 1.18 0.76
N1 1.50 0.26 0.63
C4 1.72 -0.38 -0.53
O1 0.93 -0.58 -1.46
H1 -1.73 -1.21 0.73
H2 -2.56 0.15 -0.07
H3 -1.42 -0.86 -1.01
H4 0.55 2.15 1.22
H5 2.74 -0.79 -0.57